No. 1
Below is a structure of composition C15H20BBrCo2NO6, with properties calculated with ωB97M-V/def2-TZVPD.

Properties
2S+1: 2
Highest occupied orbital energy (spin up / spin down) (eV): -4.89 / -5.32
Relative energy (zero: lowest compared OMol25 entry of this formula, charge and spin) (eV): 0.465
Molar mass (g/mol): 518.91

```
46
C15H20BBrCo2NO6 (ωB97M-V/def2-TZVPD)
C 3.69 -1.07 1.38
C 2.76 -0.09 0.67
N 2.36 1.00 1.63
C 1.61 0.43 2.82
C 0.42 -0.44 2.48
C 3.56 1.76 2.07
C 3.15 2.98 2.90
B 1.80 2.41 1.10
Br 2.22 2.81 -0.72
H -0.72 1.30 -0.93
H 3.97 -1.88 0.70
H 4.62 -0.58 1.70
H 3.22 -1.54 2.26
H 3.27 0.37 -0.19
H 1.89 -0.62 0.28
H 2.37 -0.15 3.36
H 1.29 1.28 3.43
H -0.01 -0.84 3.40
H -0.39 0.13 2.02
H 0.67 -1.30 1.85
H 4.12 1.03 2.66
H 4.10 2.06 1.16
H 4.08 3.48 3.18
H 2.50 3.72 2.37
H 2.64 2.69 3.83
H 0.63 2.54 1.41
O -4.27 -2.84 0.73
C -4.20 -2.50 -0.38
Co -4.12 -2.02 -2.11
C -2.86 -3.20 -2.54
O -2.08 -4.00 -2.81
C -5.70 -2.72 -2.46
O -6.72 -3.22 -2.68
C -3.40 -0.09 -1.43
C -2.05 -0.01 -1.50
C -0.84 0.27 -0.80
Co -2.73 -0.11 -3.10
C -1.34 -0.93 -3.78
O -0.48 -1.51 -4.29
C -2.75 1.34 -4.12
O -2.77 2.25 -4.84
C -4.04 -1.08 -4.02
O -4.62 -1.26 -5.03
H -4.12 0.26 -0.69
H 0.06 -0.21 -1.21
H -0.78 0.05 0.27
```

---

No. 2
Below is a structure of composition C15H20Br2CoN3O2S2, with properties calculated with ωB97M-V/def2-TZVPD.

Properties
2S+1: 5
Highest occupied orbital energy (spin up / spin down) (eV): -7.97 / -7.95
Molar mass (g/mol): 557.22

```
45
C15H20Br2CoN3O2S2 (ωB97M-V/def2-TZVPD)
Co -0.47 -0.72 -0.50
Br 1.03 0.45 0.83
C 0.67 -2.01 -1.50
Br -0.42 -2.66 -2.95
H 1.13 -2.87 -1.03
H 1.42 -1.35 -1.92
N 4.41 4.36 -0.79
C 3.17 3.84 -1.13
C 2.00 4.36 -0.57
C 0.77 3.82 -0.89
C 0.70 2.78 -1.80
C 1.85 2.28 -2.40
C 3.08 2.81 -2.07
S -0.81 1.94 -2.14
O -1.32 2.39 -3.40
O -0.52 0.48 -2.12
N -1.81 2.34 -0.96
C -2.52 1.45 -0.29
S -4.05 1.98 0.40
C -4.38 0.37 0.94
C -3.37 -0.45 0.59
N -2.31 0.15 -0.06
H 4.46 4.88 0.07
H 5.21 3.79 -0.99
H 2.07 5.16 0.16
H -0.14 4.19 -0.43
H 1.76 1.48 -3.12
H 3.98 2.42 -2.53
H -5.28 0.12 1.47
H -3.33 -1.51 0.80
C 1.01 -3.16 1.71
C -0.51 -2.90 1.66
C -1.25 -4.23 1.88
C -0.89 -1.94 2.80
C -0.93 -2.38 0.32
H 1.26 -3.58 2.69
H 1.58 -2.25 1.57
H 1.31 -3.89 0.95
H -1.00 -4.64 2.86
H -0.97 -4.96 1.12
H -2.33 -4.08 1.84
H -0.59 -2.37 3.76
H -1.97 -1.78 2.82
H -0.40 -0.97 2.69
H -1.28 -3.17 -0.35
```

---

no.,E_tot (hartree)
1,-6453.9423
2,-8225.3866